Entry 1:
{
  "formula": "C25H19N6O2RuS4",
  "method": "ωB97M-V/def2-TZVPD",
  "molar_mass_g_mol": 664.8,
  "multiplicity": 2,
  "energy_ev": -85191.1574,
  "gap_ev": [5.445, 5.794],
  "fmax_ev_per_a": 3.0,
  "species": ["Ru", "S", "C", "C", "N", "C", "S", "C", "N", "O", "S", "O", "N", "C", "C", "C", "C", "C", "C", "C", "C", "N", "C", "C", "C", "C", "C", "C", "C", "H", "H", "H", "H", "H", "H", "H", "H", "H", "H", "H", "C", "C", "C", "C", "N", "C", "S", "N", "C", "H", "H", "H", "H", "H", "H", "H", "H"],
  "coordinates": [[-0.69778, -1.46912, -0.37364], [0.28257, -1.38550, -2.62226], [1.82063, -2.11425, -2.30519], [2.90258, -1.74877, -3.15517], [3.76795, -1.42762, -3.84359], [2.00506, -3.03847, -1.32416], [0.72952, -3.57506, -0.29932], [3.27858, -3.65473, -1.15824], [4.29637, -4.16764, -0.99594], [1.28594, 1.46208, 1.95858], [1.14062, 0.62129, 0.79735], [1.32715, -0.80751, 1.03161], [-0.30035, 0.63398, 0.11473], [-1.12509, 1.64351, -0.28254], [-1.01799, 2.97890, 0.05485], [-1.93732, 3.90909, -0.45510], [-2.94550, 3.53207, -1.30134], [-3.09033, 2.17431, -1.65888], [-4.08539, 1.69308, -2.53727], [-4.15448, 0.35840, -2.82301], [-3.23004, -0.51794, -2.22863], [-2.28733, -0.09864, -1.42200], [-2.19041, 1.22295, -1.12854], [2.30827, 1.15765, -0.43493], [1.87630, 1.50485, -1.70596], [2.80748, 1.88897, -2.65834], [4.15497, 1.91805, -2.33419], [4.57416, 1.59421, -1.05213], [3.65100, 1.21658, -0.09159], [-0.22004, 3.29046, 0.71639], [-1.83795, 4.95032, -0.17625], [-3.63907, 4.26153, -1.69987], [-4.77597, 2.39786, -2.98425], [-4.89840, -0.03549, -3.50058], [-3.26118, -1.58261, -2.42036], [0.82807, 1.47898, -1.95207], [2.47595, 2.14101, -3.65642], [4.88512, 2.17308, -3.09047], [5.62613, 1.62683, -0.80210], [3.96013, 0.96718, 0.91571], [0.59132, -3.41135, 4.12522], [-0.33177, -2.49659, 3.39987], [-0.57102, -1.19340, 3.73916], [-1.40442, -0.41846, 2.91273], [-1.98311, -0.93216, 1.83085], [-1.75724, -2.21281, 1.50379], [-2.64424, -2.97599, 0.24474], [-0.97721, -2.99485, 2.32517], [-1.66717, 1.00518, 3.25503], [0.90612, -2.96988, 5.06656], [1.47539, -3.58953, 3.50901], [0.11161, -4.37099, 4.32100], [-0.09476, -0.74785, 4.59956], [-0.80140, -3.94150, 2.01569], [-1.99325, 1.08417, 4.29327], [-2.41460, 1.43137, 2.59059], [-0.73414, 1.56075, 3.15285]],
  "atomic_forces_ev_per_a": [[-0.4, 1.1, -2.7], [-0.8, 0.1, 1.3], [0.2, -0.5, 0.5], [0.3, 0.2, -0.2], [-0.1, 0.0, 0.0], [0.2, 0.5, -0.8], [-1.2, 1.3, 0.5], [0.3, -0.2, 0.1], [-0.1, 0.0, 0.0], [-0.2, 0.3, -0.1], [0.3, -0.4, 0.0], [0.6, 0.4, 0.2], [0.6, -1.9, -0.2], [-0.2, 0.5, -0.1], [0.1, -0.4, 0.0], [-0.2, 0.1, -0.1], [0.0, 0.2, 0.1], [0.2, -0.2, 0.1], [0.0, -0.1, 0.0], [0.0, 0.1, 0.0], [0.1, -0.1, 0.0], [0.7, -0.9, 0.8], [-0.1, 0.5, -0.1], [-0.3, 0.1, 0.1], [0.0, 0.1, 0.1], [0.1, 0.0, 0.0], [0.0, 0.0, -0.1], [0.1, 0.0, 0.1], [0.0, 0.0, 0.1], [0.0, 0.0, 0.0], [0.0, 0.0, 0.0], [0.0, 0.0, 0.0], [0.0, 0.0, 0.0], [0.0, 0.0, 0.0], [0.0, 0.0, 0.0], [-0.1, -0.1, -0.1], [0.0, 0.0, 0.0], [0.0, 0.0, 0.0], [0.0, 0.0, 0.0], [0.0, 0.0, 0.0], [0.0, 0.0, 0.0], [-0.1, -0.3, -0.2], [-0.2, 0.4, -0.2], [0.4, -0.3, 0.5], [0.0, -0.1, -0.4], [-1.2, -0.9, 1.1], [0.7, 0.2, -0.3], [0.3, 0.6, 0.2], [-0.1, 0.0, -0.1], [0.0, 0.0, 0.0], [0.0, 0.0, 0.0], [0.0, 0.0, 0.0], [0.0, -0.1, 0.0], [0.0, -0.1, 0.0], [0.0, 0.0, 0.0], [0.0, 0.0, 0.0], [0.0, 0.0, 0.0]]
}

***

Entry 2:
{
  "formula": "C25H19NO5PPdTe4",
  "method": "ωB97M-V/def2-TZVPD",
  "charge": 1,
  "molar_mass_g_mol": 1061.2,
  "energy_ev": -79898.5439,
  "gap_ev": [5.109, 5.561],
  "fmax_ev_per_a": 0.7,
  "species": ["Pd", "O", "C", "O", "C", "C", "C", "C", "C", "N", "C", "O", "O", "H", "H", "H", "H", "Te", "Te", "Te", "Te", "O", "P", "C", "C", "C", "C", "C", "C", "C", "C", "C", "C", "C", "C", "C", "C", "C", "C", "C", "C", "H", "H", "H", "H", "H", "H", "H", "H", "H", "H", "H", "H", "H", "H", "H"],
  "coordinates": [[2.07386, 0.98895, 1.36253], [1.51382, -2.59893, 4.32469], [1.72422, -1.53940, 3.54066], [2.57140, -1.51995, 2.68280], [0.72940, -0.44671, 3.80187], [-0.24090, -0.60634, 4.77028], [-1.14763, 0.42609, 4.96994], [-1.05326, 1.55417, 4.18745], [-0.05089, 1.65813, 3.22101], [0.83161, 0.66383, 3.05250], [-0.06222, 2.96064, 2.35650], [-1.06592, 3.63359, 2.47331], [0.94581, 3.18560, 1.59959], [2.16568, -3.27561, 4.08391], [-0.28209, -1.51614, 5.34776], [-1.91844, 0.33788, 5.72366], [-1.73781, 2.38510, 4.27542], [4.33077, 1.03643, 2.59509], [3.42635, 3.31645, 1.75100], [4.84891, 0.06446, -0.96669], [3.15163, 1.93803, -0.76070], [0.32454, 0.44873, 0.30368], [-0.23596, -0.08226, -1.00059], [-2.00950, -0.21418, -0.86417], [-2.57821, -0.27497, 0.40566], [-3.95335, -0.39849, 0.53668], [-4.75494, -0.46141, -0.59273], [-4.19040, -0.38963, -1.86080], [-2.81916, -0.26037, -1.99787], [0.13919, 1.08607, -2.30148], [-0.30376, 2.39764, -2.09007], [0.09353, 3.40559, -2.95033], [0.93110, 3.11185, -4.02193], [1.36999, 1.81460, -4.23734], [0.97787, 0.79781, -3.37478], [0.45788, -1.67187, -1.42573], [0.02381, -2.37912, -2.54954], [0.58726, -3.60502, -2.85489], [1.58305, -4.13243, -2.03902], [2.01126, -3.43730, -0.92097], [1.44959, -2.20574, -0.60882], [-1.94315, -0.20995, 1.28071], [-4.40104, -0.43783, 1.52070], [-5.82766, -0.55466, -0.48695], [-4.82045, -0.42173, -2.73922], [-2.38555, -0.16995, -2.98733], [-0.93767, 2.62881, -1.24116], [-0.24583, 4.41937, -2.78544], [1.24145, 3.90209, -4.69323], [2.02209, 1.59235, -5.07146], [1.34458, -0.20958, -3.52780], [-0.75627, -1.97847, -3.18576], [0.25129, -4.15239, -3.72512], [2.02240, -5.09160, -2.27963], [2.78741, -3.84836, -0.28878], [1.79032, -1.66388, 0.26293]],
  "atomic_forces_ev_per_a": [[0.2, 0.2, -0.5], [0.2, 0.1, 0.0], [-0.4, -0.2, -0.2], [0.1, 0.1, 0.0], [0.2, 0.1, 0.0], [0.0, 0.1, 0.0], [0.0, 0.0, 0.0], [0.0, 0.1, -0.1], [0.0, -0.1, 0.1], [-0.2, 0.2, 0.3], [-0.2, -0.3, 0.3], [0.1, 0.0, -0.1], [0.1, 0.3, -0.2], [0.0, 0.0, 0.0], [0.0, 0.0, 0.0], [0.0, 0.0, 0.0], [0.0, 0.0, 0.0], [0.3, 0.2, 0.4], [-0.3, -0.4, 0.5], [0.2, -0.2, -0.1], [-0.2, 0.1, -0.6], [-0.3, -0.3, 0.1], [0.2, 0.3, 0.1], [-0.1, 0.0, 0.1], [0.0, 0.0, 0.0], [0.0, 0.0, 0.0], [0.0, 0.0, -0.1], [0.0, 0.0, 0.1], [0.0, 0.0, 0.0], [0.0, 0.1, -0.1], [0.0, -0.1, 0.0], [0.0, 0.0, 0.0], [0.0, 0.0, 0.0], [0.0, 0.0, 0.0], [0.0, 0.0, 0.0], [0.0, -0.1, 0.0], [0.0, 0.0, 0.0], [0.0, 0.0, 0.0], [0.0, 0.0, -0.1], [0.0, 0.0, 0.1], [0.0, 0.0, -0.1], [0.0, 0.0, 0.0], [0.0, 0.0, 0.0], [0.0, 0.0, 0.0], [0.0, 0.0, 0.0], [0.0, 0.0, 0.0], [0.0, 0.0, 0.0], [0.0, 0.0, 0.0], [0.0, 0.0, 0.0], [0.0, 0.0, 0.0], [0.0, 0.0, 0.0], [0.0, 0.0, 0.0], [0.0, 0.0, 0.0], [0.0, 0.0, 0.0], [0.0, 0.0, 0.0], [0.0, 0.0, 0.0]]
}

***

Entry 3:
{
  "formula": "C25H20BBrFN2O3Pd",
  "method": "ωB97M-V/def2-TZVPD",
  "charge": -1,
  "molar_mass_g_mol": 612.6,
  "energy_ev": -112291.5236,
  "gap_ev": 5.209,
  "fmax_ev_per_a": 1.3,
  "species": ["Pd", "O", "B", "O", "C", "C", "C", "C", "C", "C", "H", "H", "H", "H", "N", "C", "O", "C", "C", "C", "N", "C", "C", "H", "H", "H", "H", "H", "H", "F", "C", "C", "C", "C", "C", "C", "C", "H", "H", "H", "H", "H", "H", "Br", "C", "C", "C", "C", "C", "C", "H", "H", "H", "H"],
  "coordinates": [[-0.12801, 0.20038, -0.19984], [-1.63906, -1.64773, -2.01478], [-1.27499, -1.26116, -0.68342], [-1.77886, -2.27132, 0.19054], [-2.37598, -3.21278, -0.58631], [-2.97308, -4.39040, -0.20112], [-3.49542, -5.19980, -1.21549], [-3.40975, -4.82478, -2.55006], [-2.79809, -3.62435, -2.92723], [-2.29055, -2.83739, -1.91968], [-3.02809, -4.67095, 0.84224], [-3.97075, -6.13695, -0.95413], [-3.81896, -5.47447, -3.31352], [-2.72040, -3.32180, -3.96308], [7.35424, -0.22903, -1.22348], [6.35809, 0.17895, -2.06675], [6.56894, 0.48951, -3.21889], [4.94569, 0.17596, -1.49637], [4.64701, -0.20499, -0.19680], [3.32533, -0.13295, 0.22612], [2.33637, 0.28129, -0.55512], [2.62539, 0.62895, -1.80866], [3.91707, 0.59014, -2.32230], [8.28251, -0.05904, -1.57778], [7.23931, -0.10235, -0.23322], [5.39207, -0.56775, 0.49829], [3.04805, -0.42851, 1.23022], [1.78689, 0.95297, -2.41239], [4.12218, 0.89053, -3.33962], [-0.07500, 5.11738, 2.85759], [-0.00988, 3.76552, 2.66998], [1.20631, 3.17222, 2.42768], [1.26264, 1.79449, 2.24279], [0.11705, 0.97076, 2.29561], [0.13468, -0.44109, 2.00809], [-1.10097, 1.64921, 2.55023], [-1.17001, 3.01496, 2.73618], [2.10016, 3.78186, 2.37778], [2.22468, 1.34193, 2.04945], [-0.74073, -1.01628, 2.28136], [1.06962, -0.98219, 2.12967], [-2.01499, 1.06708, 2.57077], [-2.11654, 3.50746, 2.92048], [-3.48045, 5.19093, -3.27983], [-2.61188, 3.69123, -2.47526], [-1.61879, 3.89846, -1.53620], [-0.98587, 2.79291, -0.98019], [-1.31708, 1.46010, -1.30057], [-2.33576, 1.32448, -2.25456], [-2.97743, 2.41102, -2.84308], [-1.34281, 4.90229, -1.23827], [-0.20728, 2.99751, -0.24664], [-2.65471, 0.33722, -2.56025], [-3.74944, 2.25917, -3.58735]],
  "atomic_forces_ev_per_a": [[-0.7, 0.0, 1.1], [0.1, -0.1, 0.2], [-0.1, -0.2, 0.0], [-0.1, 0.0, -0.1], [0.0, 0.0, 0.2], [-0.1, -0.1, -0.1], [0.0, 0.0, 0.0], [0.0, 0.0, 0.0], [-0.1, -0.1, 0.0], [0.1, 0.1, -0.1], [0.0, 0.0, 0.0], [0.0, 0.0, 0.0], [0.0, 0.0, 0.0], [0.0, 0.0, 0.0], [0.2, 0.2, 0.0], [-0.7, 0.0, 0.1], [0.1, -0.1, -0.1], [0.7, 0.0, -0.2], [-0.3, 0.0, 0.1], [0.2, -0.1, -0.1], [-0.1, 0.3, -0.2], [0.3, 0.0, -0.1], [-0.3, 0.1, 0.1], [0.0, 0.0, 0.0], [-0.1, -0.1, 0.0], [0.0, 0.0, 0.0], [0.0, 0.0, 0.0], [0.0, 0.0, 0.0], [0.0, 0.0, 0.0], [0.0, 0.0, 0.0], [0.0, 0.0, 0.0], [0.0, 0.0, 0.0], [0.0, 0.0, -0.1], [-0.1, 0.1, 0.2], [0.3, -0.2, -1.0], [-0.1, 0.0, -0.1], [0.0, 0.0, 0.0], [0.0, 0.0, 0.0], [0.0, 0.0, 0.0], [0.0, 0.0, 0.1], [0.0, 0.1, 0.2], [0.0, 0.0, 0.0], [0.0, 0.0, 0.0], [0.0, 0.0, 0.0], [0.0, 0.0, 0.0], [0.0, 0.0, 0.0], [-0.1, -0.1, 0.1], [0.6, 0.3, -0.7], [0.0, -0.1, 0.1], [0.0, 0.0, 0.0], [0.0, 0.0, 0.0], [0.0, 0.0, 0.0], [0.0, 0.0, -0.1], [0.0, 0.0, 0.0]]
}